1 | DFT (the ωB97M-V functional and the def2-TZVPD basis) results for a cluster of 2 separate species, C2H3BrN2S in total.

The geometry in XYZ format:
```
9
Properties=species:S:1:pos:R:3
C -2.40 -0.53 0.33
C 2.65 -0.52 -0.73
N -1.20 -0.79 0.08
N -0.13 -0.93 -0.23
S 2.90 -1.93 0.11
Br 2.60 1.15 0.30
H -3.06 -0.98 -0.35
H -2.62 -0.28 1.29
H 2.69 -0.39 -1.87
```

LUMO level = -0.7525 eV
E_HOMO = -8.8 eV
total charge = 0

2 | DFT (the ωB97M-V functional and the def2-TZVPD basis) results for a cluster of 2 separate species, C2H3BrN2S in total.

The geometry in XYZ format:
```
9
Properties=species:S:1:pos:R:3
C 1.43 -0.02 0.50
C -0.35 -0.37 -0.65
N 0.79 -0.84 -0.27
N -0.45 1.03 -0.39
S 0.62 1.50 0.81
Br -2.28 -1.54 1.10
H 2.38 -0.42 0.80
H -1.00 -1.00 -1.23
H -1.14 1.66 -0.68
```

LUMO level (alpha / beta) = -1.5700 / -1.5696 eV
E_HOMO (alpha / beta) = -8.1 / -8.1 eV
total charge = 0

The data favor 2; the next most stable structure lies 1.605 eV above it.

1 | DFT (the ωB97M-V functional and the def2-TZVPD basis) results for a cluster of 2 separate species, C2H8NO in total.

The geometry in XYZ format:
```
12
Properties=species:S:1:pos:R:3
O -1.04 2.05 -1.69
H -1.94 2.09 -1.30
H -1.18 2.24 -2.62
H 1.79 -2.36 1.23
C 1.16 -1.50 1.47
C 0.19 -1.14 0.42
N -0.04 0.08 0.16
H 1.75 -0.64 1.79
H 0.66 -1.76 2.41
H -0.32 -1.98 -0.03
H 0.55 0.80 0.56
H -0.63 0.41 -0.62
```

LUMO level = -4.8478 eV
E_HOMO = -16.1 eV
total charge = +1

2 | DFT (the ωB97M-V functional and the def2-TZVPD basis) results for a cluster of 2 separate species, C2H8NO in total.

The geometry in XYZ format:
```
12
Properties=species:S:1:pos:R:3
O 1.23 -1.75 -1.05
H 0.17 -0.70 -0.04
H 1.75 -2.31 -0.48
H 1.40 -1.88 -1.98
C 0.27 1.46 0.34
C -1.58 -0.09 0.55
N -0.37 0.15 0.21
H 1.00 1.64 -0.45
H -0.51 2.22 0.29
H 0.75 1.62 1.30
H -2.02 -0.97 0.11
H -2.10 0.62 1.19
```

LUMO level = -5.1546 eV
E_HOMO = -16.5 eV
total charge = +1

3 | DFT (the ωB97M-V functional and the def2-TZVPD basis) results for a cluster of 2 separate species, C2H8NO in total.

The geometry in XYZ format:
```
12
Properties=species:S:1:pos:R:3
C -0.39 -0.39 -1.33
C -0.36 1.74 -0.13
N -0.04 0.52 -0.20
H -0.87 0.22 -2.09
H 0.54 -0.77 -1.72
H -1.01 -1.18 -0.93
H -0.94 2.18 -0.92
H -0.05 2.29 0.75
H 0.52 0.07 0.54
H 0.74 -2.33 1.86
H 1.14 -0.98 2.47
O 0.73 -1.38 1.69
```

LUMO level = -4.7547 eV
E_HOMO = -16.4 eV
total charge = +1

The data favor 1; the next most stable structure lies 0.313 eV above it.

1 | DFT (the ωB97M-V functional and the def2-TZVPD basis) results for an isolated molecule of C5H8S3.

The geometry in XYZ format:
```
16
Properties=species:S:1:pos:R:3
C 0.30 -0.01 -2.63
C 0.95 -0.90 -1.94
S 2.26 -0.51 -0.77
S 1.56 1.23 0.12
C 0.24 0.53 0.92
C 0.47 -0.41 2.13
C -1.03 0.88 0.59
S -2.43 0.01 1.25
H 0.39 1.11 -2.36
H -0.31 -0.24 -3.47
H 0.82 -1.92 -2.23
H 1.44 -0.29 2.45
H 0.38 -1.49 1.92
H -0.31 -0.18 2.88
H -1.32 1.33 -0.36
H -3.40 0.86 1.48
```

LUMO level = 0.3219 eV
E_HOMO = -8.5 eV
total charge = 0
SMILES = C=CSS/C(C)=C/S

2 | DFT (the ωB97M-V functional and the def2-TZVPD basis) results for an isolated molecule of C5H8S3.

The geometry in XYZ format:
```
16
Properties=species:S:1:pos:R:3
C 2.75 -1.36 -0.05
C 1.45 -0.53 0.18
S 1.39 0.30 1.57
S 0.18 -0.79 -0.77
C -1.31 0.21 -0.47
C -1.19 1.72 -0.49
C -1.98 -0.28 0.78
S -3.39 -1.17 0.76
H 2.88 -1.56 -1.19
H 2.57 -2.47 0.37
H 3.56 -0.75 0.59
H -1.92 -0.11 -1.36
H -0.29 2.21 0.12
H -2.18 2.24 -0.23
H -1.14 2.26 -1.56
H -1.38 0.08 1.76
```

LUMO level = -0.7351 eV
E_HOMO = -8.5 eV
total charge = 0
SMILES = CC(=S)S[C@H](C)C=S

The data favor 1; the next most stable structure lies 0.958 eV above it.

1 | DFT (the ωB97M-V functional and the def2-TZVPD basis) results for a cluster of 3 separate species, C44H41N3O6P in total.

The geometry in XYZ format:
```
95
Properties=species:S:1:pos:R:3
C 4.12 -1.02 0.10
C 3.89 -1.17 -1.07
C 3.61 -1.62 -2.48
P 1.74 -1.98 -2.89
N 1.32 -0.58 -1.81
C 2.33 -3.38 -4.08
C 2.77 -4.72 -3.41
C -0.11 -2.17 -3.42
C -0.54 -1.14 -4.51
C -2.06 -0.74 -4.41
N -2.42 -0.22 -3.07
C -3.87 -0.12 -2.87
C -4.59 -1.47 -2.86
C -3.98 -2.72 -2.86
C -4.67 -3.95 -2.88
C -6.08 -3.88 -2.91
C -6.73 -2.64 -2.87
C -6.01 -1.44 -2.84
O -6.65 -0.20 -2.80
N 1.57 -3.21 -1.54
C 0.98 -2.82 -0.56
O 0.26 -2.55 0.34
H 4.31 -0.92 1.16
H 3.93 -0.78 -3.14
H 4.29 -2.46 -2.71
H 1.89 -1.06 -4.02
H 1.78 0.22 -2.25
H 0.33 -0.35 -1.89
H 1.60 -3.61 -4.88
H 3.23 -2.98 -4.60
H 3.27 -5.33 -4.21
H 1.93 -5.34 -3.06
H 3.55 -4.58 -2.64
H -0.30 -3.18 -3.84
H -0.81 -2.06 -2.57
H 0.02 -0.19 -4.49
H -0.46 -1.67 -5.48
H -2.17 0.12 -5.12
H -2.73 -1.53 -4.79
H -2.01 0.71 -3.02
H -4.01 0.32 -1.85
H -4.29 0.62 -3.58
H -2.88 -2.78 -2.87
H -4.15 -4.91 -2.91
H -6.67 -4.80 -2.95
H -7.83 -2.56 -2.89
H -6.65 0.08 -1.87
C 7.74 7.58 0.88
C 7.53 7.33 2.23
C 6.57 6.41 2.62
C 5.82 5.74 1.67
C 6.01 6.01 0.31
C 6.99 6.92 -0.08
C 5.18 5.33 -0.72
O 5.36 5.57 -1.90
C 4.13 4.39 -0.28
C 3.30 3.79 -1.23
C 2.32 2.90 -0.83
C 2.17 2.58 0.51
C 2.98 3.17 1.46
C 3.96 4.08 1.07
C 4.80 4.74 2.10
O 4.67 4.47 3.28
H 8.50 8.29 0.57
H 8.11 7.85 2.98
H 6.41 6.21 3.68
H 7.15 7.12 -1.13
H 3.42 4.03 -2.28
H 1.67 2.44 -1.57
H 1.40 1.88 0.82
H 2.86 2.93 2.51
C -4.27 -1.31 8.60
C -3.04 -1.95 8.64
C -2.29 -2.10 7.49
C -2.78 -1.63 6.27
C -4.03 -1.01 6.22
C -4.76 -0.84 7.39
C -4.59 -0.54 4.93
O -5.67 0.00 4.89
C -3.80 -0.76 3.69
C -4.33 -0.38 2.46
C -3.60 -0.57 1.30
C -2.33 -1.13 1.36
C -1.79 -1.51 2.58
C -2.53 -1.34 3.74
C -1.96 -1.79 5.04
O -0.85 -2.28 5.10
H -4.85 -1.18 9.50
H -2.65 -2.32 9.58
H -1.33 -2.60 7.52
H -5.73 -0.35 7.35
H -5.32 0.06 2.41
H -4.02 -0.28 0.35
H -1.75 -1.27 0.45
H -0.80 -1.95 2.61
```

LUMO level = 0.7540 eV
E_HOMO = -4.6 eV
total charge = -1

2 | DFT (the ωB97M-V functional and the def2-TZVPD basis) results for a cluster of 3 separate species, C44H41N3O6P in total.

The geometry in XYZ format:
```
95
Properties=species:S:1:pos:R:3
C -1.85 -2.63 2.97
C -2.96 -2.29 2.14
C -4.32 -1.71 1.43
P -4.07 -0.03 0.51
N -2.44 -0.64 0.04
C -5.87 0.44 1.03
C -6.02 0.94 2.58
C -3.89 1.54 -0.61
C -4.19 1.25 -2.20
C -3.31 2.23 -3.22
N -1.81 2.14 -2.99
C -1.04 3.23 -3.69
C -1.34 4.75 -3.15
C -2.23 5.17 -1.84
C -2.55 6.72 -1.34
C -1.90 7.92 -2.29
C -0.96 7.55 -3.59
C -0.66 5.99 -4.04
O 0.18 5.63 -5.21
N -3.46 0.81 1.96
C -2.10 0.99 1.93
O -0.82 1.39 1.86
H -0.96 -2.88 3.70
H -4.64 -2.52 0.62
H -5.18 -1.70 2.23
H -4.66 -0.68 -0.66
H -2.66 -1.51 -0.53
H -2.00 0.00 -0.68
H -6.38 1.23 0.33
H -6.51 -0.56 0.92
H -7.19 0.96 2.81
H -5.64 2.04 2.79
H -5.59 0.15 3.37
H -4.65 2.40 -0.27
H -2.82 2.03 -0.55
H -3.96 0.15 -2.55
H -5.32 1.58 -2.38
H -3.50 1.76 -4.31
H -3.74 3.32 -3.27
H -1.53 1.19 -3.36
H 0.11 3.02 -3.46
H -1.16 3.08 -4.84
H -2.72 4.31 -1.18
H -3.23 6.97 -0.40
H -2.11 9.05 -2.02
H -0.48 8.39 -4.29
H 1.10 5.41 -4.83
C 1.22 -10.99 -0.01
C 2.28 -10.68 0.83
C 2.56 -9.35 1.14
C 1.78 -8.32 0.59
C 0.73 -8.64 -0.27
C 0.44 -9.98 -0.57
C -0.07 -7.56 -0.90
O -0.99 -7.84 -1.65
C 0.26 -6.15 -0.60
C -0.45 -5.13 -1.23
C -0.15 -3.79 -0.95
C 0.86 -3.48 -0.03
C 1.57 -4.51 0.59
C 1.28 -5.84 0.30
C 2.07 -6.92 0.94
O 2.95 -6.65 1.74
H 0.99 -12.03 -0.25
H 2.89 -11.47 1.25
H 3.39 -9.11 1.81
H -0.38 -10.23 -1.23
H -1.24 -5.36 -1.94
H -0.70 -2.99 -1.44
H 1.09 -2.44 0.20
H 2.36 -4.26 1.30
C 8.27 3.85 3.27
C 7.58 3.32 4.36
C 6.26 2.88 4.21
C 5.63 2.98 2.96
C 6.31 3.53 1.88
C 7.64 3.96 2.03
C 5.64 3.69 0.57
O 6.24 4.17 -0.38
C 4.23 3.26 0.43
C 3.56 3.45 -0.78
C 2.24 3.04 -0.92
C 1.58 2.42 0.14
C 2.24 2.23 1.35
C 3.57 2.66 1.50
C 4.25 2.49 2.80
O 3.67 1.95 3.74
H 9.29 4.19 3.39
H 8.06 3.25 5.33
H 5.73 2.46 5.06
H 8.18 4.38 1.19
H 4.07 3.93 -1.62
H 1.72 3.20 -1.87
H 0.55 2.09 0.03
H 1.72 1.76 2.18
```

LUMO level = 0.6499 eV
E_HOMO = -4.8 eV
total charge = -1

The data favor 1; the next most stable structure lies 15.103 eV above it.

1 | DFT (the ωB97M-V functional and the def2-TZVPD basis) results for a cluster of 2 separate species, C3H4O in total.

The geometry in XYZ format:
```
8
Properties=species:S:1:pos:R:3
C -1.03 -0.06 -0.21
C 2.65 0.39 0.18
C -0.04 0.76 0.13
O 3.70 -0.16 -0.14
H -1.77 0.11 0.61
H -1.02 -0.61 -1.15
H 2.56 1.00 1.09
H 0.14 1.48 0.84
```

LUMO level (alpha / beta) = -0.0461 / 0.3622 eV
E_HOMO (alpha / beta) = -8.7 / -8.7 eV
total charge = 0

2 | DFT (the ωB97M-V functional and the def2-TZVPD basis) results for a cluster of 2 separate species, C3H4O in total.

The geometry in XYZ format:
```
8
Properties=species:S:1:pos:R:3
C 1.78 0.16 -0.31
C 1.20 -0.72 0.25
H 2.62 0.57 -0.77
H 0.44 -1.18 0.78
C -1.45 0.25 0.08
O -1.51 -0.91 -0.23
H -1.51 1.09 -0.83
H -1.58 0.74 1.02
```

LUMO level = 0.6827 eV
E_HOMO = -10.2 eV
total charge = 0
SMILES = C#C.C=O

3 | DFT (the ωB97M-V functional and the def2-TZVPD basis) results for an isolated molecule of C3H4O.

The geometry in XYZ format:
```
8
Properties=species:S:1:pos:R:3
C -1.37 -0.73 0.06
C -0.14 -0.31 0.05
C 1.27 0.81 0.04
O 1.19 -0.68 0.02
H -1.43 -1.80 -0.15
H -2.19 0.07 -0.10
H 1.31 1.34 -0.86
H 1.36 1.30 0.94
```

LUMO level = 0.9757 eV
E_HOMO = -9.5 eV
total charge = 0
SMILES = C=C1CO1

4 | DFT (the ωB97M-V functional and the def2-TZVPD basis) results for an isolated molecule of C3H4O.

The geometry in XYZ format:
```
8
Properties=species:S:1:pos:R:3
C -1.20 -0.18 -0.06
C -0.21 0.47 0.56
C 1.38 0.07 -0.25
O 2.59 0.18 -0.29
H -2.19 -0.19 0.52
H -1.06 -0.78 -0.98
H -0.18 1.18 1.47
H 0.88 -0.75 -0.96
```

LUMO level = 0.5370 eV
E_HOMO = -9.6 eV
total charge = 0
SMILES = C=CC=O

The data favor 4; the next most stable structure lies 0.963 eV above it.

1 | DFT (the ωB97M-V functional and the def2-TZVPD basis) results for an isolated molecule of C4H3ClSi.

The geometry in XYZ format:
```
9
Properties=species:S:1:pos:R:3
C -2.57 0.99 0.84
C -1.46 0.56 0.61
Si -0.06 -0.50 0.08
Cl -0.34 -1.13 -1.89
C 1.60 0.17 -0.16
C 2.75 0.17 -0.53
H -3.60 1.13 0.96
H 0.05 -2.02 0.92
H 3.64 0.63 -0.84
```

LUMO level = 0.3581 eV
E_HOMO = -10.6 eV
total charge = 0
SMILES = C#C[SiH](Cl)C#C

2 | DFT (the ωB97M-V functional and the def2-TZVPD basis) results for an isolated molecule of C4H3ClSi.

The geometry in XYZ format:
```
9
Properties=species:S:1:pos:R:3
C -0.63 -2.44 -0.48
C 0.14 -1.55 -0.29
Si 1.12 -0.18 0.43
Cl 3.06 -0.27 -0.24
C 0.47 1.40 -0.21
C 0.40 2.55 -0.52
H -1.24 -3.22 -0.80
H 1.22 -0.40 2.16
H 0.10 3.51 -1.09
```

LUMO level = 0.5181 eV
E_HOMO = -10.8 eV
total charge = 0
SMILES = C#C[SiH](Cl)C#C

The data favor 2; the next most stable structure lies 0.209 eV above it.